(1)
The following is a DFT calculation (ωB97M-V/def2-TZVPD) of the molecule C10H16N4O in a non-equilibrium geometry.

```
31
C10H16N4O, DFT ωB97M-V/def2-TZVPD
C -5.142 -0.696 0.327
C -4.173 -0.471 -0.832
C -3.010 0.403 -0.400
O -2.876 1.562 -0.735
N -2.153 -0.212 0.452
C -0.916 0.413 0.850
C 0.238 -0.428 0.428
N 0.188 -1.711 0.202
N 1.416 -2.121 -0.164
C 2.203 -1.086 -0.157
N 1.508 0.030 0.221
C 2.023 1.371 0.292
C 3.550 1.330 0.320
C 4.071 0.402 -0.776
C 3.652 -1.038 -0.475
H -5.986 -1.298 -0.002
H -4.651 -1.210 1.150
H -5.519 0.256 0.691
H -3.791 -1.427 -1.195
H -4.687 0.036 -1.650
H -2.185 -1.213 0.569
H -0.897 0.551 1.942
H -0.881 1.398 0.373
H 1.630 1.861 1.188
H 1.676 1.932 -0.585
H 3.934 2.342 0.183
H 3.889 0.966 1.292
H 5.158 0.464 -0.835
H 3.662 0.712 -1.740
H 3.855 -1.699 -1.318
H 4.213 -1.419 0.383
```

ΔE to the lowest compared entry with this formula, charge and spin	0.0000	eV
lowest unoccupied orbital energy	0.7	eV
frontier orbital gap	9.894	eV
molar mass	208.27	g/mol
SMILES string	CCC(=O)NCc1nnc2n1CCCC2
total energy	-684.9451	Eh
E_HOMO	-0.3394	Eh

=====

(2)
The following is a DFT calculation (ωB97M-V/def2-TZVPD) of a structure of composition C11H18N2O2SSiV.

```
36
C11H18N2O2SSiV, DFT ωB97M-V/def2-TZVPD
V -0.077 0.471 -2.038
N 1.031 -0.778 -3.319
C 0.525 -0.679 -4.730
C 0.526 0.752 -5.257
C -0.544 1.649 -4.652
O -1.314 2.290 -5.292
O -0.537 1.667 -3.293
H 2.008 -0.487 -3.296
H 1.038 -1.755 -3.032
H -0.482 -1.098 -4.750
H 1.150 -1.300 -5.371
H 0.360 0.733 -6.332
H 1.502 1.217 -5.086
C 0.507 2.108 3.338
Si 0.506 0.247 3.274
C 2.210 -0.461 3.020
C -0.266 -0.461 4.817
C -0.608 -0.303 1.816
C -1.766 -1.047 2.032
C -2.607 -1.445 0.993
C -2.274 -1.090 -0.288
N -1.164 -0.375 -0.532
C -0.356 0.016 0.480
S 1.041 0.956 -0.104
H 1.101 2.444 4.191
H -0.505 2.496 3.465
H 0.933 2.557 2.440
H 2.837 -0.211 3.879
H 2.699 -0.067 2.129
H 2.178 -1.550 2.942
H 0.345 -0.177 5.677
H -0.309 -1.552 4.799
H -1.271 -0.075 4.996
H -2.031 -1.325 3.045
H -3.504 -2.015 1.182
H -2.882 -1.356 -1.142
```

lowest unoccupied orbital energy (alpha / beta)	-4.4 / -3.8	eV
charge	+1
frontier orbital gap (alpha / beta)	7.673 / 8.559	eV
molar mass	321.37	g/mol
spin multiplicity	3
⟨S²⟩	2.015
total energy	-2321.5250	Eh
E_HOMO (alpha / beta)	-0.4444 / -0.4525	Eh

=====

(3)
The following is a DFT calculation (ωB97M-V/def2-TZVPD) of a structure of composition C28H38BFeIN6O2S3.

```
80
C28H38BFeIN6O2S3, DFT ωB97M-V/def2-TZVPD
Fe -0.004 -0.480 1.222
C 1.220 -4.512 1.384
C 0.725 -5.034 0.037
C -0.687 -5.605 0.120
C 1.677 -6.125 -0.445
N 0.737 -3.906 -0.968
C 1.500 -3.895 -2.122
C 1.245 -2.734 -2.758
N 0.326 -2.033 -2.009
B -0.102 -0.606 -2.446
N 0.901 0.499 -1.990
C 0.993 1.649 -2.741
C 2.007 2.385 -2.250
N 2.543 1.694 -1.178
C 1.837 0.550 -1.026
S 2.022 -0.658 0.220
C 3.830 2.200 -0.549
C 4.304 1.361 0.628
C 3.592 3.627 -0.062
C 4.890 2.164 -1.651
N -1.577 -0.292 -2.056
C -2.582 -0.807 -2.843
C -3.758 -0.453 -2.294
N -3.482 0.286 -1.159
C -2.140 0.350 -1.020
S -1.263 1.116 0.283
C -4.637 0.802 -0.320
C -4.220 1.779 0.772
C -5.297 -0.422 0.309
C -5.592 1.525 -1.270
C 0.034 -2.760 -0.920
S -1.086 -2.272 0.325
H 1.352 -5.359 2.057
H 0.520 -3.820 1.845
H 2.186 -4.017 1.270
H -0.687 -6.446 0.814
H -1.012 -5.967 -0.856
H -1.403 -4.871 0.483
H 1.662 -6.923 0.294
H 2.704 -5.768 -0.524
H 1.366 -6.554 -1.398
H 2.152 -4.698 -2.399
H 1.631 -2.348 -3.683
H -0.066 -0.603 -3.649
H 0.341 1.833 -3.576
H 2.402 3.324 -2.586
H 3.582 1.334 1.441
H 5.211 1.840 0.998
H 4.557 0.341 0.343
H 2.952 3.635 0.819
H 3.149 4.269 -0.822
H 4.552 4.061 0.214
H 4.976 1.161 -2.071
H 5.853 2.440 -1.225
H 4.669 2.861 -2.459
H -2.370 -1.370 -3.734
H -4.760 -0.658 -2.618
H -3.642 1.309 1.562
H -5.141 2.163 1.210
H -3.659 2.627 0.380
H -4.583 -0.967 0.928
H -5.695 -1.102 -0.444
H -6.123 -0.098 0.942
H -5.081 2.335 -1.791
H -6.403 1.954 -0.685
H -6.040 0.862 -2.008
I -0.445 6.959 2.995
C -0.075 4.932 3.293
C -0.264 4.371 4.548
C -0.029 3.018 4.730
C 0.378 2.220 3.666
C 0.594 2.803 2.425
C 0.367 4.158 2.229
C 0.553 0.757 3.931
O 0.852 0.341 5.016
O 0.228 -0.083 2.938
H -0.596 4.981 5.376
H -0.169 2.561 5.701
H 0.972 2.209 1.602
H 0.526 4.605 1.258
```

lowest unoccupied orbital energy (alpha / beta)	-4.3 / -3.1	eV
charge	+1
frontier orbital gap (alpha / beta)	6.487 / 7.663	eV
molar mass	780.41	g/mol
spin multiplicity	2
⟨S²⟩	1.197
total energy	-4349.5662	Eh
E_HOMO (alpha / beta)	-0.3960 / -0.3962	Eh

=====

(4)
The following is a DFT calculation (ωB97M-V/def2-TZVPD) of the molecule C17H26NO5P in a non-equilibrium geometry.

```
50
C17H26NO5P, DFT ωB97M-V/def2-TZVPD
C -3.283 -2.511 1.693
C -3.752 -0.940 1.648
O -2.672 -0.098 2.224
C -2.848 1.321 1.873
C -2.188 1.626 0.369
C -1.089 2.844 0.472
C 0.431 2.259 0.149
C 1.307 1.897 1.485
C 1.511 0.299 1.780
P 2.897 0.290 3.150
N 4.280 0.973 2.660
O 0.433 -0.441 2.517
C 0.842 -1.877 2.368
O 0.258 -2.924 3.013
O 1.949 -1.976 1.358
C 1.656 -0.761 0.531
C 2.632 -0.414 -0.738
O 2.663 -1.499 -1.730
C 1.736 -1.265 -2.848
C 2.330 -1.177 -4.410
C 1.319 -0.960 -5.718
C -0.333 -0.823 -5.569
C -0.922 -0.900 -4.031
C 0.091 -1.117 -2.718
H -4.079 -3.217 1.171
H -2.287 -2.592 1.056
H -3.097 -2.909 2.781
H -4.787 -0.790 2.185
H -3.904 -0.643 0.503
H -2.264 1.957 2.682
H -3.991 1.639 1.800
H -1.753 0.623 -0.097
H -3.054 2.003 -0.354
H -1.337 3.670 -0.321
H -1.016 3.348 1.534
H 0.328 1.395 -0.634
H 0.995 3.156 -0.398
H 2.342 2.445 1.404
H 0.735 2.373 2.415
H 3.224 -1.050 3.593
H 2.305 1.006 4.286
H 4.165 1.263 1.659
H 0.509 -0.967 0.272
H 3.734 -0.264 -0.316
H 2.351 0.632 -1.240
H 3.493 -1.276 -4.649
H 1.756 -0.935 -6.824
H -1.070 -0.703 -6.484
H -2.098 -0.804 -3.872
H -0.447 -1.188 -1.679
```

lowest unoccupied orbital energy	-0.2	eV
frontier orbital gap	8.494	eV
molar mass	355.37	g/mol
SMILES string	CCOCCCCC[C@@]1([PH2]=N)OC(=O)O[C@@H]1COc1ccccc1
total energy	-1435.0452	Eh
E_HOMO	-0.3193	Eh

=====

(5)
The following is a DFT calculation (ωB97M-V/def2-TZVPD) of the ion C3H7N2O with charge +1 in a non-equilibrium geometry.

```
13
C3H7N2O, DFT ωB97M-V/def2-TZVPD
H -2.074 -1.009 -1.289
N -1.984 -1.183 -0.332
C -1.409 -0.321 0.428
C -0.672 0.932 -0.065
N 0.677 0.796 0.377
C 1.395 -0.109 -0.225
O 2.575 -0.522 0.274
H -1.374 -0.555 1.433
H -0.676 0.949 -1.150
H -1.288 1.784 0.383
H 0.971 1.055 1.279
H 0.964 -0.419 -1.151
H 2.894 -1.397 0.040
```

ΔE to the lowest compared entry with this formula, charge and spin	2.5407	eV
lowest unoccupied orbital energy	-5.1	eV
charge	+1
frontier orbital gap	9.028	eV
molar mass	87.10	g/mol
SMILES string	[H]/N=C\C/[NH+]=C/O
total energy	-302.9467	Eh
E_HOMO	-0.5204	Eh

=====

(6)
The following is a DFT calculation (ωB97M-V/def2-TZVPD) of the molecule C5H7N.

```
13
C5H7N, DFT ωB97M-V/def2-TZVPD
C -0.978 -0.074 -0.776
C -1.134 0.997 0.281
C 0.141 -1.601 0.836
C 0.350 -0.690 -0.314
C 1.034 0.555 0.348
N -0.066 1.364 0.866
H -0.913 0.399 -1.767
H -1.793 -0.801 -0.804
H -2.086 1.447 0.557
H 1.149 -1.960 1.130
H 0.987 -1.110 -1.103
H 1.600 1.132 -0.395
H 1.734 0.290 1.144
```

ΔE to the lowest compared entry with this formula, charge and spin	4.5210	eV
lowest unoccupied orbital energy (alpha / beta)	-0.5 / -0.5	eV
frontier orbital gap (alpha / beta)	8.333 / 8.343	eV
molar mass	81.12	g/mol
total energy	-249.3071	Eh
E_HOMO (alpha / beta)	-0.3231 / -0.3240	Eh